C25H12Cl3N5O3 in the gas phase at a distorted geometry, computed with ωB97M-V with the def2-TZVPD basis set.

Results
LUMO level, eV: -1.391
Gap between HOMO and LUMO, eV: 6.73
SMILES: Cc1[nH]n2c(=O)c3cc(Cl)c(Cl)c(Cl)c3nc2c1/N=N/c1cccc2c1C(=O)c1ccccc1C2=O
Relative energy (zero: lowest compared OMol25 entry of this formula, charge and spin), kJ/mol: 222.6

Structure (XYZ):
```
48
Properties=species:S:1:pos:R:3:nbo_charge:R:1
C 2.21565 2.41023 1.99362 -0.68
C 1.31640 2.63797 0.84836 0.24
N 1.23122 3.98460 0.17451 -0.39
N 0.25590 3.91048 -0.83678 -0.23
C -0.47877 4.90627 -1.38688 0.63
O -0.38271 6.05588 -1.07390 -0.59
C -1.27624 4.52550 -2.56409 -0.17
C -1.83416 5.48418 -3.50966 -0.17
C -2.42877 5.02309 -4.63011 -0.10
Cl -2.98023 6.20833 -5.72539 0.04
C -2.72558 3.61643 -4.81714 -0.03
Cl -3.83876 2.89210 -5.99625 0.04
C -2.38840 2.77817 -3.82568 -0.05
Cl -2.71466 1.05000 -3.98495 0.02
C -1.46139 3.08373 -2.84113 0.16
N -0.94098 2.11871 -2.00651 -0.48
C -0.16570 2.58425 -0.99167 0.40
C 0.44992 1.84049 0.10286 0.05
N 0.33807 0.50730 0.31759 -0.15
N -0.81305 0.14896 0.53907 -0.15
C -1.12263 -1.18674 0.58830 0.20
C -2.25533 -1.51861 -0.25496 -0.18
C -2.55118 -2.82611 -0.51858 -0.20
C -1.97660 -3.88846 0.12093 -0.13
C -0.83475 -3.63483 0.91092 -0.13
C -0.41232 -2.28375 1.15741 -0.14
C 0.79153 -2.15782 2.11446 0.54
O 1.06186 -1.08093 2.61141 -0.53
C 1.64546 -3.27201 2.40821 -0.14
C 2.87994 -3.17695 3.08763 -0.14
C 3.76607 -4.23904 3.30761 -0.21
C 3.40047 -5.47410 2.76996 -0.17
C 2.00916 -5.67408 2.40413 -0.16
C 1.20732 -4.60464 2.13149 -0.15
C -0.08891 -4.80568 1.46663 0.60
O -0.56752 -5.96627 1.29030 -0.55
H 1.73693 2.58003 2.92175 0.25
H 3.14933 2.79714 1.95545 0.24
H 2.40926 1.34918 2.09106 0.27
H 1.28176 4.82696 0.72015 0.42
H -1.80518 6.58984 -3.40641 0.26
H -2.89107 -0.86515 -0.90942 0.25
H -3.32411 -3.06756 -1.18737 0.21
H -2.39144 -4.82331 -0.03538 0.23
H 3.06144 -2.13273 3.42049 0.24
H 4.72828 -4.18615 3.86136 0.23
H 4.08485 -6.34886 2.95460 0.22
H 1.62960 -6.69610 2.23194 0.25
```